C24H42ClMgN6O4 | the ωB97M-V functional and the def2-TZVPD basis

```
! wB97M-V def2-TZVPD RIJCOSX def2/J DEFGRID3
* xyz 1 1
Cl -1.594 0.126 -0.334
Mg -2.290 -2.847 -2.069
O -2.478 1.235 -0.404
O -1.528 -0.398 0.994
O -2.119 -0.922 -1.235
O -0.285 0.499 -0.793
N -0.305 -2.686 -2.639
N 3.637 3.173 -1.023
N -1.765 -3.763 -0.319
N 1.404 -2.658 0.968
N -0.303 2.562 3.057
N -7.104 1.495 2.366
C -2.903 -4.073 3.043
C 1.441 -3.139 -5.592
C -6.237 0.744 2.260
C 2.668 -0.428 0.489
C 1.035 5.859 1.913
C -2.757 -3.722 4.520
C -5.146 -0.220 2.122
C 0.551 -2.527 -3.376
C 4.752 2.081 -4.390
C -1.639 -3.702 2.262
C -0.081 3.872 0.807
C -0.184 3.136 2.064
C 0.119 -2.881 -6.305
C 3.750 1.107 -3.772
C 1.957 -1.675 0.749
C 2.418 0.642 1.557
C 1.650 -2.333 -4.305
C -3.696 1.148 3.703
C -4.187 -0.230 3.303
C 2.625 1.768 -2.983
C -1.753 -3.774 0.825
C 3.190 2.567 -1.878
C 3.021 0.291 2.899
C 1.096 4.829 0.782
H 1.165 5.411 -0.137
H -4.685 -0.754 4.127
H 0.042 3.130 0.013
H -3.778 -3.541 2.661
H 1.449 -4.202 -5.340
H 3.735 -0.638 0.370
H 1.678 -1.254 -4.491
H 5.512 2.361 -3.664
H -1.952 -4.310 4.966
H 2.280 -2.957 -6.260
H -5.618 -1.182 1.914
H -1.040 4.369 0.649
H 0.048 -3.534 -7.174
H 1.979 1.060 -2.455
H -0.725 -3.164 -5.667
H -1.306 -2.669 2.444
H 1.884 6.541 1.931
H 1.339 0.797 1.596
H -3.157 1.613 2.873
H -2.577 -2.671 4.722
H 0.174 6.513 1.733
H -3.329 -0.866 3.069
H 4.283 0.472 -3.054
H 0.001 -1.852 -6.642
H -3.090 -5.141 2.929
H -3.679 -4.001 5.031
H 2.824 1.583 1.179
H 2.334 -0.066 -0.487
H 2.013 2.464 -3.559
H -2.981 1.127 4.523
H 5.269 1.620 -5.231
H 2.878 -0.744 3.215
H -4.540 1.789 3.961
H -4.572 0.073 1.235
H -0.803 -4.320 2.602
H 4.113 0.391 2.839
H 2.592 -2.618 -3.836
H 2.021 4.257 0.869
H 4.266 2.979 -4.775
H 3.377 0.392 -4.511
H 0.914 5.402 2.894
H 2.702 0.985 3.673
*
```

Calculated values
**Relative energy (zero: lowest compared OMol25 entry of this formula, charge and spin)**: 0.0 kcal per mole
**Lowest unoccupied orbital energy**: -5.86 eV
**HOMO**: -12.82 eV

=====

C40H33BrHoN5O3Se2 | the ωB97M-V functional and the def2-TZVPD basis

```
! wB97M-V def2-TZVPD RIJCOSX def2/J DEFGRID3
* xyz 2 5
Ho -0.344 0.577 -0.475
Br 0.018 3.641 -1.362
Se -3.524 2.086 -0.879
Se -3.283 -0.132 -0.159
O -0.529 -0.041 1.898
O 1.143 1.405 0.552
O 2.894 0.952 1.828
N 1.630 -0.588 -1.579
N -1.555 2.560 1.003
N -0.103 -2.090 -0.140
N -0.228 1.619 -3.208
N -1.620 -1.032 -2.190
C -0.271 1.852 -5.616
C -3.546 -2.355 -3.700
C 1.017 -4.130 -0.694
C 1.505 2.523 5.504
C 2.584 -3.112 2.575
C 2.103 -1.876 2.181
C -3.596 3.705 1.543
C -2.201 -2.437 -4.031
C -0.332 1.200 -6.956
C -0.953 3.209 2.000
C 1.896 -1.907 -1.471
C 0.969 -1.654 4.285
C -0.867 2.205 5.435
C 0.734 0.207 2.603
C -0.977 -2.814 0.554
C 1.453 -2.889 4.676
C 3.771 -0.274 -2.617
C 1.711 0.908 1.585
C -1.620 4.102 2.827
C 4.024 -1.635 -2.556
C 1.301 -1.133 3.038
C 0.102 -4.865 0.039
C -2.829 2.854 0.768
C -1.273 -1.769 -3.246
C -0.729 1.383 4.327
C -0.921 -4.190 0.685
C 3.081 -2.457 -1.965
C -0.269 1.103 -4.441
C 0.245 2.783 6.021
C -0.159 2.948 -3.142
C 2.262 -3.618 3.823
C -0.174 3.805 -4.228
C -0.235 3.238 -5.489
C -2.908 -1.005 -1.855
C 0.534 1.123 3.799
C -2.973 4.324 2.621
C 1.650 1.685 4.414
C -3.909 -1.644 -2.566
C 0.901 -2.740 -0.759
C 2.564 0.196 -2.118
H -1.784 -2.270 1.038
H 0.188 -5.938 0.105
H 1.200 -3.273 5.651
H 1.812 -4.645 -1.205
H 0.124 3.427 6.878
H 0.354 -1.078 4.962
H -4.933 -1.585 -2.233
H -1.880 -3.013 -4.885
H 2.385 -1.463 1.222
H 0.107 3.029 2.115
H -1.849 2.377 5.849
H -3.538 4.982 3.264
H 4.495 0.407 -3.033
H 3.224 -3.674 1.911
H 2.632 1.464 4.027
H 2.656 -4.570 4.140
H -0.300 0.025 -4.504
H -1.624 0.951 3.893
H -4.292 -2.861 -4.295
H -1.069 -0.509 2.556
H -0.281 1.942 -7.748
H 3.287 -3.510 -1.875
H 2.345 1.258 -2.143
H -1.081 4.607 3.612
H 2.379 2.961 5.958
H 0.487 0.498 -7.090
H -0.244 3.867 -6.365
H -1.655 -4.713 1.274
H -4.637 3.882 1.314
H -0.137 4.872 -4.086
H -1.264 0.647 -7.068
H -0.209 -1.849 -3.442
H 4.943 -2.051 -2.941
*
```

Calculated values
**Relative energy (zero: lowest compared OMol25 entry of this formula, charge and spin)**: 3.5 kcal per mole
**Lowest unoccupied orbital energy (alpha / beta)**: -5.87 / -5.87 eV
**HOMO (alpha / beta)**: -13.28 / -13.28 eV

=====

C6H8OS | the ωB97M-V functional and the def2-TZVPD basis

```
! wB97M-V def2-TZVPD RIJCOSX def2/J DEFGRID3
* xyz 0 1
S -1.876 0.350 0.764
O 0.536 -0.394 -2.418
C 1.207 0.004 0.726
C 0.615 1.023 -0.314
C -0.818 1.488 -0.145
C 0.445 -0.199 -1.215
C 0.398 -1.136 0.015
C -1.042 -1.307 0.511
H -1.288 1.715 -1.106
H -1.058 -1.829 1.503
H 2.274 -0.085 0.568
H 1.248 1.816 -0.781
H -1.673 -1.878 -0.243
H 0.957 -2.072 -0.105
H 0.942 0.106 1.780
H -0.866 2.399 0.460
*
```

Calculated values
**Relative energy (zero: lowest compared OMol25 entry of this formula, charge and spin)**: 22.4 kcal per mole
**Lowest unoccupied orbital energy**: 0.70 eV
**Structure (SMILES)**: O=C1[C@@H]2CSC[C@H]1C2
**HOMO**: -8.84 eV

=====

CHO3S3 | the ωB97M-V functional and the def2-TZVPD basis

```
! wB97M-V def2-TZVPD RIJCOSX def2/J DEFGRID3
* xyz -1 1
S -1.338 -1.448 -0.285
S 2.330 0.311 0.093
S -3.993 -0.145 -0.158
O 3.453 -0.550 0.483
O 2.570 1.367 -0.887
O 1.015 -0.034 0.421
C -2.336 -0.130 -0.010
H -1.700 0.630 0.342
*
```

Calculated values
**Relative energy (zero: lowest compared OMol25 entry of this formula, charge and spin)**: 48.5 kcal per mole
**Lowest unoccupied orbital energy (alpha / beta)**: 1.64 / 1.64 eV
**HOMO (alpha / beta)**: -3.38 / -3.38 eV

=====

H8O4 | the ωB97M-V functional and the def2-TZVPD basis

```
! wB97M-V def2-TZVPD RIJCOSX def2/J DEFGRID3
* xyz 0 1
O -1.760 0.904 2.401
O 1.826 1.490 -0.055
O -0.482 0.137 0.264
O -0.191 -2.241 -1.280
H 0.688 -2.755 -1.512
H -2.240 1.634 1.823
H 1.503 1.727 -0.810
H -1.318 0.450 1.666
H -0.420 -2.002 -2.231
H 0.280 0.681 0.282
H 2.376 0.734 -0.269
H -0.263 -0.759 -0.279
*
```

Calculated values
**Relative energy (zero: lowest compared OMol25 entry of this formula, charge and spin)**: 42.4 kcal per mole
**Lowest unoccupied orbital energy**: -0.07 eV
**Structure (SMILES)**: O.O.O.O
**HOMO**: -9.90 eV

=====

C5H10O | the ωB97M-V functional and the def2-TZVPD basis

```
! wB97M-V def2-TZVPD RIJCOSX def2/J DEFGRID3
* xyz 0 1
O -0.793 1.138 -1.685
C 1.017 0.023 -0.289
C -0.364 0.311 -0.767
C -1.586 0.479 0.717
C 0.129 -1.092 -0.879
C 1.522 -0.065 1.131
H -1.252 1.267 1.392
H 2.399 -0.719 1.179
H 0.315 -1.443 -1.890
H 0.769 -0.472 1.814
H -0.199 -1.857 -0.181
H -2.669 0.565 0.531
H 1.819 0.922 1.503
H -1.424 -0.511 1.133
H 1.732 0.453 -0.992
H -1.475 0.958 -0.502
*
```

Calculated values
**Relative energy (zero: lowest compared OMol25 entry of this formula, charge and spin)**: 118.0 kcal per mole
**Lowest unoccupied orbital energy**: 0.87 eV
**HOMO**: -8.55 eV

=====

CH3N3O2 | the ωB97M-V functional and the def2-TZVPD basis

```
! wB97M-V def2-TZVPD RIJCOSX def2/J DEFGRID3
* xyz 0 1
O 0.856 -1.357 0.025
O -0.359 0.230 1.339
N 0.248 -0.926 -1.164
N -0.794 0.763 0.085
N 1.164 -0.325 0.837
C -0.483 0.138 -1.093
H -0.992 0.626 -1.933
H 1.634 -0.790 1.664
H -1.274 1.641 0.240
*
```

Calculated values
**Relative energy (zero: lowest compared OMol25 entry of this formula, charge and spin)**: 174.2 kcal per mole
**Lowest unoccupied orbital energy**: 0.88 eV
**Structure (SMILES)**: c1no[nH]o[nH]1
**HOMO**: -9.04 eV

=====

C26H53ClHfO2P2Si2 | the ωB97M-V functional and the def2-TZVPD basis

```
! wB97M-V def2-TZVPD RIJCOSX def2/J DEFGRID3
* xyz 0 1
Hf 0.145 0.209 -0.174
Cl 1.538 2.832 2.147
P 2.525 -0.831 0.687
P -1.982 1.873 -0.146
Si -3.219 -0.313 -1.932
Si 1.688 -3.237 -1.042
O -1.444 -0.713 2.651
O -1.103 -2.402 1.205
C 1.306 2.043 -0.706
C -0.997 4.165 -1.578
C 4.047 -0.555 -0.406
C -2.485 2.836 1.355
C -3.470 3.832 -1.601
C 0.943 -0.562 -2.330
C -3.978 2.846 1.680
C -0.771 -1.740 -1.352
C -3.446 0.817 -0.439
C -1.356 -0.582 -1.954
C -1.019 -1.199 1.459
C 0.636 -1.771 -1.598
C -1.937 -1.676 3.634
C 0.695 -4.812 -0.852
C 5.259 -1.373 0.048
C -0.260 0.155 -2.550
C 3.734 -1.766 3.131
C 4.443 0.921 -0.529
C 3.049 -3.545 -2.280
C -3.776 0.496 -3.520
C -4.182 -1.901 -1.712
C 2.345 -2.655 0.622
C 2.016 -0.010 3.286
C 3.144 -0.550 2.422
C -1.741 2.297 2.561
C -2.118 3.118 -1.570
H 2.235 2.001 -0.117
H 0.857 2.972 -0.304
H 3.712 -0.914 -1.393
H -1.259 -1.680 4.496
H -3.587 0.175 0.447
H -3.133 1.324 -3.842
H -3.996 -2.570 -2.568
H 6.078 -1.186 -0.659
H 1.127 -0.657 3.292
H -3.905 -2.415 -0.784
H -4.592 3.249 0.872
H 2.964 -2.528 3.275
H -1.990 -2.676 3.193
H -4.312 3.139 -1.712
H 4.588 -2.210 2.612
H 1.724 1.008 2.925
H 1.369 -5.616 -0.515
H -2.055 2.842 3.461
H -2.014 2.482 -2.465
H -3.613 4.449 -0.703
H -5.257 -1.661 -1.681
H 3.533 -2.624 -2.633
H 5.483 0.982 -0.891
H 3.800 1.437 -1.255
H -0.072 3.742 -1.991
H 4.383 1.437 0.443
H 5.605 -1.056 1.041
H 3.289 -3.172 0.851
H -0.652 2.442 2.446
H -1.340 -2.552 -0.894
H 5.065 -2.451 0.055
H -4.135 3.475 2.566
H -0.366 1.079 -3.112
H 2.381 0.111 4.318
H -1.913 1.224 2.724
H -1.306 5.006 -2.223
H -0.110 -4.686 -0.117
H -4.322 1.838 1.923
H 2.588 -4.061 -3.138
H -3.770 -0.286 -4.297
H -4.363 1.409 -0.574
H 1.932 -0.285 -2.696
H -2.136 3.858 1.132
H -2.923 -1.335 3.944
H 1.600 -2.952 1.379
H 1.599 2.240 -1.750
H 3.912 0.232 2.282
H -3.474 4.507 -2.469
H 0.262 -5.101 -1.824
H -4.808 0.862 -3.406
H 4.080 -1.441 4.122
H -0.802 4.555 -0.567
H 3.807 -4.210 -1.837
*
```

Calculated values
**Relative energy (zero: lowest compared OMol25 entry of this formula, charge and spin)**: 63.4 kcal per mole
**Lowest unoccupied orbital energy**: -0.41 eV
**HOMO**: -7.38 eV

=====

C12H17N | the ωB97M-V functional and the def2-TZVPD basis

```
! wB97M-V def2-TZVPD RIJCOSX def2/J DEFGRID3
* xyz 0 1
N -0.720 0.313 -1.194
C 2.586 1.542 -0.518
C 0.296 2.388 -1.050
C 1.385 -0.993 -0.988
C 0.455 3.829 -1.155
C 1.280 1.382 -1.007
C 0.734 0.195 -1.056
C 2.801 -0.960 -0.799
C -1.268 -2.929 2.261
C -2.536 -1.015 0.986
C -0.955 1.701 -1.088
C 3.301 0.310 -0.355
C -1.968 -2.418 1.002
H 3.052 2.275 0.181
H -0.643 -3.860 2.125
H -2.260 -0.445 1.947
H -0.544 4.345 -1.320
H 3.480 -1.710 -0.986
H -1.839 -2.845 3.197
H 0.907 4.180 -2.081
H 1.071 4.202 -0.275
H 0.919 -1.946 -1.106
H -1.946 1.984 -1.187
H -1.350 -2.532 0.074
H -2.743 -3.198 1.109
H -3.670 -1.063 1.213
H -0.548 -2.134 2.655
H 4.338 0.137 0.131
H -1.315 -0.428 -0.920
H -2.299 -0.310 0.205
*
```

Calculated values
**Relative energy (zero: lowest compared OMol25 entry of this formula, charge and spin)**: 83.0 kcal per mole
**Lowest unoccupied orbital energy**: 0.89 eV
**Structure (SMILES)**: Cc1c[nH]c2ccccc12.CCC
**HOMO**: -7.55 eV

=====

CH2LiOZn | the ωB97M-V functional and the def2-TZVPD basis

```
! wB97M-V def2-TZVPD RIJCOSX def2/J DEFGRID3
* xyz 0 2
Zn 1.441 0.617 1.147
O -0.121 0.583 -1.043
C 0.260 -0.409 -0.419
Li -1.308 1.143 0.462
H -0.810 -0.479 0.390
H 0.537 -1.456 -0.536
*
```

Calculated values
**Relative energy (zero: lowest compared OMol25 entry of this formula, charge and spin)**: 9.6 kcal per mole
**Lowest unoccupied orbital energy (alpha / beta)**: -0.60 / -0.87 eV
**HOMO (alpha / beta)**: -6.04 / -7.30 eV

=====

C33H27CrFNO2S3SeTe | the ωB97M-V functional and the def2-TZVPD basis

```
! wB97M-V def2-TZVPD RIJCOSX def2/J DEFGRID3
* xyz -2 4
Te -2.209 -2.476 0.510
Se -2.448 -0.273 -2.471
Cr -0.624 0.480 -0.789
S 3.759 0.390 -1.058
S 0.183 0.937 2.486
S 1.757 4.211 2.004
F -5.418 1.577 4.171
O 0.077 -1.351 -1.384
O 1.189 1.181 -0.469
N -5.771 3.021 -3.279
C 5.437 0.725 -0.995
C -0.756 -4.870 1.811
C 0.913 -1.944 0.782
C -5.122 0.825 -2.539
C -1.707 -3.384 3.422
C -2.577 2.777 2.251
C -0.489 -5.328 4.162
C 1.174 5.458 -0.137
C 5.720 1.763 -0.157
C 1.670 3.299 0.551
C -3.460 2.349 -3.242
C -2.678 2.050 1.056
C 4.548 2.287 0.458
C 1.952 1.792 0.483
C -3.765 1.075 -2.754
C -4.667 0.987 1.995
C 1.347 4.095 -0.503
C -3.478 2.623 3.298
C -1.219 -4.182 4.450
C 2.138 0.167 3.933
C 0.778 0.235 3.923
C 1.377 5.671 1.193
C -0.142 -1.371 -0.124
C 1.768 1.168 1.870
C -6.061 1.806 -2.812
C -3.749 1.148 0.968
C -0.259 -5.666 2.835
C 3.417 1.628 0.074
C -4.515 1.731 3.148
C -1.692 2.218 -0.041
C -1.489 -3.710 2.082
C -4.472 3.263 -3.475
C 2.709 0.710 2.747
H 0.090 -0.124 4.673
H 6.134 0.162 -1.595
H -5.478 0.275 1.915
H -2.220 2.519 -0.952
H 0.632 -1.900 1.833
H -0.102 -5.947 4.963
H -7.116 1.603 -2.641
H 0.314 -6.555 2.593
H 0.891 6.239 -0.829
H 3.769 0.744 2.542
H -1.760 3.485 2.358
H 1.126 -2.985 0.515
H 1.288 6.598 1.737
H 1.204 3.687 -1.494
H -3.381 3.190 4.217
H 6.718 2.147 0.009
H -1.404 -3.901 5.481
H -1.004 3.027 0.216
H 4.535 3.114 1.155
H -0.578 -5.147 0.779
H 2.712 -0.268 4.740
H 1.820 -1.356 0.621
H -2.430 2.618 -3.440
H -3.836 0.533 0.079
H -2.259 -2.481 3.658
H -5.438 -0.137 -2.153
H -4.225 4.255 -3.845
*
```

Calculated values
**Relative energy (zero: lowest compared OMol25 entry of this formula, charge and spin)**: 0.0 kcal per mole
**Lowest unoccupied orbital energy (alpha / beta)**: 4.01 / 4.01 eV
**HOMO (alpha / beta)**: -1.56 / -1.16 eV

=====

Sequential energy output: -2229.0008; -10368.2623; -706.8104; -1458.9799; -305.7116; -271.5645; -354.4059; -2942.9412; -522.0879; -1901.2602; -6487.3161 hartree